22
Properties=species:S:1:pos:R:3:nbo_charge:R:1 method="wB97M-V/def2-TZVPD" total_energy_ev=-35151.838 relative_energy_ev=2.668 homo_energy_ev=-8.77 orbital_gap_ev=9.26 spin_multiplicity=1 total_charge=0
C 1.6683 -1.6663 0.9936 0.98
C 0.2385 -1.6217 -0.8282 -0.09
C -0.1728 -0.3761 0.0446 0.07
C -0.7908 0.7381 -0.7166 -0.62
C -1.1062 -0.9643 1.1051 -0.60
N 1.0501 0.0439 0.6613 -0.90
O 2.2072 -1.9037 1.9728 -0.48
O 1.3454 -2.2408 -0.1055 -0.48
O 3.5861 0.5198 0.9182 -0.98
O 1.9395 2.3269 0.2282 -1.01
P 2.4022 0.7505 -0.0922 1.93
S 3.2068 0.3494 -1.8757 -0.61
H -0.6955 -2.2990 -0.8145 0.20
H 0.4875 -1.3225 -1.8938 0.23
H -0.9719 1.6452 -0.1180 0.24
H -1.5748 0.4900 -1.3381 0.22
H 0.0971 0.9656 -1.3583 0.21
H -1.6269 -0.2882 1.6265 0.22
H -0.6265 -1.6293 1.8818 0.22
H -1.8383 -1.6426 0.5897 0.20
H 3.5557 1.0492 1.6968 0.51
H 1.8703 2.9520 -0.5135 0.52

***

58
Properties=species:S:1:pos:R:3:nbo_charge:R:1 method="wB97M-V/def2-TZVPD" total_energy_ev=-35399.566 relative_energy_ev=2.807 homo_energy_ev=-9.36 orbital_gap_ev=9.52 spin_multiplicity=1 total_charge=0
N 0.6585 -1.0513 3.3027 -0.88
C 1.4425 -0.3209 2.3028 -0.25
C 0.4713 0.2711 1.1917 -0.25
N 1.2783 1.0389 0.1413 -0.67
C -0.6804 1.2829 -1.3775 -0.67
C 0.4626 1.9948 -0.6559 -0.05
C 0.0072 3.2744 -0.0191 -0.11
O -0.3215 4.1877 -1.0655 -0.72
H 1.1768 -0.9810 4.1838 0.37
H -0.2125 -0.5655 3.4721 0.39
H 2.2556 -1.0359 1.8625 0.20
H 1.8396 0.6289 2.7879 0.22
H -0.0597 -0.5254 0.6305 0.20
H -0.3653 0.9010 1.5087 0.19
H 2.0309 1.4996 0.6542 0.40
H -1.1627 1.7880 -2.2563 0.25
H -1.5416 1.1365 -0.7043 0.23
H -0.3392 0.2624 -1.4868 0.23
H 1.2287 2.2710 -1.4480 0.16
H -0.8295 3.2149 0.6940 0.17
H 0.7658 3.6510 0.6857 0.20
H -0.4753 5.0373 -0.6367 0.47
H 0.7654 1.4789 -3.3545 0.49
H 2.0760 1.7083 -2.6747 0.46
O 1.7375 1.5065 -3.5516 -0.94
H -3.7039 -1.7511 2.2153 0.48
H -2.1479 -2.1575 1.9312 0.52
O -2.8241 -1.4384 1.9988 -1.00
H -2.0942 -0.0916 -5.1907 0.46
H -0.9385 -0.4954 -4.3362 0.49
O -1.8780 -0.2662 -4.2692 -0.96
H 2.1930 -0.3407 -0.5963 0.51
H 2.7484 -0.3160 -2.0361 0.47
O 2.6594 -0.9319 -1.3006 -1.00
H -0.1142 -2.4182 2.4752 0.50
H -0.4619 -3.6045 1.4441 0.50
O -0.7802 -3.0494 2.1623 -1.01
H -1.8103 3.4231 3.3441 0.48
H -1.6495 1.9530 3.6034 0.52
O -1.1382 2.7287 3.2399 -0.99
H -1.9032 -2.4265 -2.8475 0.49
H -0.5473 -2.2900 -1.9787 0.49
O -1.5313 -2.3076 -1.9585 -1.00
H -2.2833 -0.3539 3.1837 0.52
H -2.5281 -0.0378 4.6085 0.48
O -1.9356 0.2421 3.8999 -1.00
H 1.6422 -0.4274 -4.3487 0.49
H 1.3412 -1.8661 -4.8403 0.48
O 1.1200 -0.9388 -4.9543 -0.97
H 1.4133 -3.5852 -1.9767 0.48
H 1.8171 -2.2168 -1.8851 0.51
O 1.0644 -2.7357 -2.3238 -1.01
H -0.3844 -3.6737 -1.0155 0.50
H -0.9377 -4.9545 -0.2839 0.48
O -0.1499 -4.4628 -0.5211 -0.99
H 1.7118 2.9105 3.2997 0.47
H 0.4277 2.6164 2.6386 0.51
O 1.3942 2.6097 2.4318 -0.99